No. 1
The following is a DFT calculation (ωB97M-V/def2-TZVPD) of 11 unconnected molecules or ions with the total composition C60H94O6S2.

As for the net charge: 0. The value obtained for the strongest force on any atom is 3.199 eV/A. Its orbital gap is 9.287 eV. For the relative energy (zero: lowest compared OMol25 entry of this formula, charge and spin), the calculation gives 1.091 eV. Its total energy is -97697.259 eV. The LUMO energy is 0.26 eV. Its structure (SMILES) is CCOS(C)(=O)=O.CCOS(C)(=O)=O.c1ccccc1.c1ccccc1.c1ccccc1.c1ccccc1.c1ccccc1.c1ccccc1.CCCCCC.CCCCCC.CCCCCC.

The geometry in XYZ format:
```
162
Properties=species:S:1:pos:R:3:forces:R:3:mulliken_charge:R:1
O 0.495408 4.145094 1.385536 1.6315 0.6300 -0.0144 -0.561
S 1.906980 4.423544 1.143232 0.2636 -1.7982 -0.5679 1.269
O 2.334263 5.456055 0.229430 -0.5545 -0.1802 1.4311 -0.697
O 2.677639 4.625193 2.589802 -0.0377 0.7708 -2.5429 -0.446
C 2.483220 3.655255 3.589341 -0.4396 -0.3349 1.6783 0.607
C 3.625642 3.793764 4.639493 -0.0870 -0.0386 -0.7417 -1.464
C 2.737651 2.914304 0.489227 0.1479 0.5227 0.9234 0.052
H 2.349248 2.648244 3.194276 0.6362 -0.1058 -0.2229 -0.228
H 1.502546 3.862665 4.017523 0.0227 0.0658 0.4653 0.366
H 3.553109 4.718653 5.211701 -0.3004 -0.0734 -0.0061 0.375
H 4.604147 3.832970 4.160856 -0.0838 0.0011 -0.3899 0.369
H 3.706209 2.946673 5.320701 -0.5129 -0.0166 0.0311 0.329
H 2.784213 2.107108 1.220227 -0.4088 0.0673 -0.0117 -0.154
H 3.773605 3.212712 0.328479 -0.0866 0.1515 -0.2244 0.409
H 2.262185 2.566129 -0.427731 -0.1490 0.2882 0.1234 -0.215
O 1.450215 -4.504025 3.134135 -1.0100 1.8969 0.7143 -0.635
S 0.682102 -3.373652 3.658279 -1.2137 -0.2352 0.6684 0.962
O 1.075478 -1.976122 3.451306 -0.6071 -2.4727 0.0912 -0.256
O -0.895276 -3.480208 3.139887 1.6155 0.0879 -0.0768 0.094
C -1.519389 -4.805468 3.165805 1.2720 -0.3003 1.2007 -0.802
C -2.882554 -4.789064 2.581363 -1.4311 -0.1254 -1.3008 -0.826
C 0.386307 -3.643521 5.494819 1.0076 -0.1395 -1.4390 -1.153
H -1.510836 -5.089305 4.218164 -0.4965 0.0216 0.1920 0.569
H -0.889480 -5.578789 2.726166 0.2483 0.4752 -0.5462 0.517
H -3.668282 -5.156012 3.241729 0.1566 0.2767 0.2784 0.367
H -2.968353 -5.406695 1.687345 0.4111 -0.4439 0.1096 0.320
H -3.207408 -3.852166 2.128826 0.2370 0.4936 0.6525 -0.154
H -0.383713 -2.960063 5.852662 0.2402 -0.0071 -0.1177 0.176
H 1.380046 -3.494678 5.917246 -0.1515 0.4200 0.1872 0.483
H 0.162127 -4.693299 5.684034 -0.2888 0.1083 -0.3093 0.471
C -2.958878 4.429197 -2.837447 0.0677 -0.4257 0.8355 -0.390
C -4.326776 4.572572 -2.514733 0.9175 -0.0040 0.9003 -0.308
C -4.688210 4.897741 -1.181696 0.7292 0.3964 -1.5293 -0.501
C -3.688287 5.145723 -0.245448 -0.4889 0.1594 0.0708 -0.534
C -2.356710 4.964062 -0.549123 0.5821 -1.1063 -0.9881 -0.893
C -1.981438 4.541887 -1.845395 -0.9737 1.0787 0.9760 0.351
H -2.589702 4.120431 -3.804291 -0.4607 0.1068 -0.3681 0.389
H -5.060749 4.404070 -3.288871 -0.1721 0.0644 0.0641 0.431
H -5.716330 5.101679 -0.921394 -0.1293 -0.1984 -0.0298 0.444
H -3.983455 5.543581 0.714230 0.0549 -0.2054 0.2516 0.410
H -1.571480 4.989078 0.191951 -0.0598 0.4420 0.2252 0.475
H -0.919340 4.456368 -2.021563 -0.0125 -0.2626 -0.3319 0.148
C 0.919181 0.358122 -1.861794 -0.1999 0.2636 -0.7182 0.267
C 0.074334 1.388195 -1.451398 -0.3867 -0.3716 -0.1520 -0.413
C -0.456430 1.414778 -0.178586 0.6875 0.1367 -0.7012 -0.019
C -0.033676 0.416783 0.681288 -1.0141 1.3140 1.1742 0.049
C 0.830394 -0.549796 0.283608 0.8274 -1.7988 0.4057 -0.306
C 1.267476 -0.687575 -1.013817 -0.1596 1.2643 -0.7918 -0.105
H 1.265245 0.430348 -2.882298 0.1188 -0.4061 -0.1617 0.052
H -0.322760 2.127786 -2.130892 0.4780 0.1610 -0.3830 -0.060
H -1.046393 2.295134 0.029486 -0.4065 -0.3273 0.6894 0.140
H -0.408281 0.415888 1.694232 0.1457 -0.0531 0.2425 -0.132
H 1.202942 -1.265403 1.001586 -0.2721 -0.1820 0.2815 0.198
H 1.831945 -1.534401 -1.375293 0.2221 0.0336 0.1549 0.160
C -1.797254 -4.489222 -0.606004 0.0948 0.4339 -0.2500 -1.221
C -1.685613 -5.545465 -1.496260 -2.4336 0.4523 -0.0086 -0.629
C -0.587110 -6.307804 -1.545547 2.2798 -1.4126 -0.1358 -0.710
C 0.497702 -5.991132 -0.760275 1.0225 1.1231 1.3272 -0.951
C 0.488948 -4.833121 0.030831 -0.5022 -0.8499 -0.6168 -0.751
C -0.697430 -4.118931 0.132618 1.0982 0.6473 -0.1012 1.244
H -2.673104 -3.858247 -0.572026 -0.2805 -0.1406 0.0224 0.727
H -2.521678 -5.850444 -2.108116 -0.2545 0.2670 -0.1278 0.477
H -0.460736 -7.147421 -2.212983 -0.4298 -0.1488 -0.1068 0.388
H 1.402757 -6.573056 -0.667303 0.0080 -0.3373 -0.6101 0.446
H 1.393504 -4.504720 0.521057 -0.0684 -0.0781 0.2322 0.540
H -0.644736 -3.200547 0.698475 -0.5096 0.0648 0.1399 0.507
C -2.140974 -1.087734 -3.429515 0.4233 -1.1686 0.8200 0.161
C -1.905692 -0.332841 -4.554005 -0.0982 0.0540 0.9418 -0.563
C -1.994068 -0.942103 -5.785530 0.5048 1.0110 -0.9033 -0.730
C -2.243091 -2.279004 -5.908017 0.3500 -1.0341 0.4500 -0.443
C -2.386240 -3.043959 -4.749505 0.2194 -0.9088 -1.1844 -0.221
C -2.300639 -2.480051 -3.522251 -0.5945 1.3768 0.8783 -0.237
H -2.086459 -0.716237 -2.416892 0.1203 0.5748 -0.0248 0.663
H -1.576867 0.687202 -4.420586 -0.2649 0.2357 -0.2715 0.484
H -1.769110 -0.323628 -6.641849 -0.0611 -0.1230 -0.3179 0.368
H -2.127735 -2.828092 -6.830834 -0.3653 0.3198 -0.3324 0.355
H -2.454678 -4.116661 -4.854521 -0.1565 -0.1724 0.0331 0.371
H -2.387682 -3.049871 -2.608946 0.0322 -0.1040 -0.1198 -0.297
C 2.276928 -1.947594 -4.103773 -0.3901 -1.3709 0.1144 -0.396
C 1.410453 -3.061430 -4.182255 0.9127 0.4176 -0.7110 0.147
C 1.836582 -4.363842 -3.890769 -0.0049 1.2587 0.7539 -0.726
C 3.053362 -4.520063 -3.218228 -0.3014 0.8329 -0.3630 -0.410
C 3.855004 -3.373016 -2.999369 -0.1231 -1.3132 -0.3322 -0.695
C 3.522695 -2.126209 -3.491178 -0.5936 -0.0433 0.0379 -0.072
H 1.907860 -1.072093 -4.617285 0.3147 0.4803 0.4286 0.545
H 0.430789 -2.881889 -4.599914 -0.1173 -0.1546 -0.1557 0.270
H 1.157582 -5.164365 -4.144775 0.1477 -0.3029 0.2896 0.400
H 3.317819 -5.509571 -2.875670 0.3935 0.0331 0.0179 0.407
H 4.838206 -3.454314 -2.559923 -0.0206 -0.2916 0.3211 0.445
H 4.262666 -1.367992 -3.281565 -0.2122 0.4664 -0.4423 0.142
C 4.522575 0.067106 2.158708 -0.1399 0.9808 -0.9025 -0.906
C 5.296521 0.971811 2.941367 -1.5305 -0.8369 0.3625 -0.075
C 6.367010 1.642357 2.436699 1.4523 -1.3017 -2.5357 -0.769
C 6.753173 1.286028 1.098440 -1.0350 1.3789 1.1245 -0.843
C 5.905693 0.533063 0.287628 1.6997 1.4173 0.0268 -0.210
C 4.772276 -0.050248 0.785207 0.3570 -0.3556 0.6870 0.036
H 3.591928 -0.382822 2.471531 0.0930 -0.0693 0.7394 0.580
H 5.017532 1.203632 3.958638 -0.2817 -0.2972 0.1688 0.497
H 6.994388 2.318907 2.998024 -0.1883 0.0602 0.1769 0.458
H 7.573017 1.827697 0.650281 0.2482 -0.1820 -0.0679 0.337
H 6.166792 0.587597 -0.758915 -0.1898 -0.6558 -0.2034 0.451
H 4.194710 -0.603178 0.059194 -0.5984 -0.1936 0.4355 0.484
C -3.006977 -0.858796 1.188859 -0.3507 0.1793 -0.3464 0.180
C -4.455992 -1.150175 1.006660 -1.8057 0.1696 -0.9893 -0.950
C -4.979026 -0.650558 -0.373589 -0.9132 -0.2923 0.4726 -0.086
C -5.341355 0.837091 -0.419234 0.9800 0.3231 0.3952 -0.197
C -5.837019 1.389863 -1.717252 0.5709 0.5239 -1.2333 -0.671
C -4.902876 1.218819 -2.938112 -0.7131 -1.1458 0.9040 -0.981
H -2.556355 -1.245119 0.274642 0.7732 -0.2531 0.3355 -0.104
H -2.660592 -1.308929 2.119177 0.5971 0.1652 -0.2572 -0.408
H -2.868911 0.221521 1.144700 0.3016 0.0098 0.3779 0.561
H -4.681092 -2.214616 1.072967 0.2441 -0.2627 -0.0282 0.206
H -5.112515 -0.704812 1.754142 0.1419 0.2057 0.3066 0.480
H -5.859449 -1.228949 -0.653624 -0.3166 -0.1086 0.1340 0.542
H -4.274059 -0.925848 -1.158028 0.3547 0.3218 -0.0277 -0.394
H -6.103308 1.214787 0.262578 -0.0372 -0.8843 0.7610 0.270
H -4.441434 1.373665 -0.118711 0.2451 0.3192 -0.0576 0.102
H -6.832818 0.984689 -1.897010 -0.0581 -0.1336 -0.3680 0.396
H -5.959333 2.466657 -1.600370 -0.2332 0.0761 0.2060 0.189
H -3.905192 1.613347 -2.745556 -0.1854 0.5722 -0.1950 -0.011
H -4.719438 0.152277 -3.068197 -0.1448 -0.1379 -0.3771 0.425
H -5.420813 1.595769 -3.820019 0.5263 0.1834 -0.1410 0.417
C 6.195897 0.879958 -3.928049 -0.8120 -0.3685 0.4607 -1.523
C 4.964156 1.537515 -3.280664 0.4681 1.4973 -0.6179 1.091
C 4.523517 2.808540 -4.069623 -1.0415 0.3868 0.5746 -1.241
C 3.323540 3.549085 -3.423871 -0.9117 -0.4340 -1.0575 0.508
C 2.741463 4.766128 -4.225158 0.4206 0.2415 0.6097 -0.846
C 1.644155 5.546429 -3.425683 0.9573 -0.3143 -0.2326 -0.672
H 6.469484 0.006436 -3.336262 0.2349 -0.1050 -0.0196 0.395
H 7.064125 1.535026 -3.999837 -0.1537 0.0887 -0.0231 0.362
H 5.908546 0.509835 -4.912197 0.2372 0.0944 -0.1608 0.405
H 4.102486 0.870109 -3.295235 0.0297 -0.1879 0.0387 -0.404
H 5.154128 1.786207 -2.236556 0.0343 0.0728 0.0707 -0.043
H 4.231303 2.427560 -5.048175 0.0263 0.3401 -0.3102 0.322
H 5.210673 3.646364 -4.187791 1.0029 -0.6431 -0.1400 0.381
H 2.520811 2.812962 -3.381020 -0.2868 -0.0938 0.5983 -0.265
H 3.604824 3.871255 -2.421286 -0.1448 0.0136 0.1190 0.273
H 3.590277 5.434755 -4.368519 0.0376 0.3177 -0.1203 0.382
H 2.431708 4.485609 -5.231863 -0.1797 -0.2527 0.0518 0.382
H 2.145093 5.789416 -2.488601 -0.6009 -0.2838 0.4784 0.186
H 1.322414 6.522529 -3.788732 0.3529 -0.0517 -0.7013 0.438
H 0.713563 4.988836 -3.319965 0.2460 -0.2742 0.3820 -0.029
C 0.806040 0.879932 5.629865 -1.0250 -0.2191 0.6309 -0.537
C -0.750748 0.950101 5.811730 0.4215 -0.6283 -1.2164 -0.757
C -1.545860 -0.090137 4.937702 0.3992 0.1236 0.9376 0.943
C -2.864017 -0.548432 5.611545 -0.5754 0.0757 -0.9854 -1.140
C -3.757897 -1.441930 4.724495 0.4317 -0.2638 -0.1849 1.591
C -5.021026 -1.932272 5.382738 -0.3309 -0.5106 0.7041 -1.784
H 1.233262 1.465101 4.815529 -0.3255 -0.1738 -0.1786 -0.236
H 1.058855 -0.174811 5.521648 0.3564 0.0726 -0.1447 0.177
H 1.255520 1.246219 6.552849 0.1910 0.0192 -0.0082 0.445
H -0.964672 0.713610 6.854037 -0.0860 0.2119 0.0691 0.355
H -1.085260 1.959076 5.570545 -0.2176 0.0276 0.2835 0.362
H -0.920856 -0.976733 4.830853 0.1152 -0.1950 0.1937 -0.579
H -1.624030 0.214923 3.894188 -0.5160 0.4324 0.0475 0.006
H -2.620312 -1.108700 6.514211 0.1649 -0.1899 0.0970 0.358
H -3.514972 0.244942 5.978867 0.2893 0.5831 -0.1269 0.401
H -4.042803 -1.053567 3.746695 0.3562 0.7249 0.1482 -0.429
H -3.172380 -2.328149 4.479788 0.1573 -0.2229 -0.1498 -0.479
H -5.669023 -1.186645 5.843451 0.2246 0.4020 -0.1034 0.393
H -5.660034 -2.479855 4.689976 0.1111 -0.1082 -0.1033 0.403
H -4.740640 -2.615936 6.184041 -0.1885 -0.1616 0.1612 0.372
```
Positions in Å, forces in eV/Å.



No. 2
The following is a DFT calculation (ωB97M-V/def2-TZVPD) of a molecular structure, C12H10N2O5Pt.

As for the net charge: +2. The value obtained for the strongest force on any atom is 7.204 eV/A. Its orbital gap (spin up / spin down) is 7.484 / 4.449 eV. For the relative energy (zero: lowest compared OMol25 entry of this formula, charge and spin), the calculation gives 0.000 eV. As for the multiplicity: 3. Its total energy is -29050.183 eV. The LUMO energy (spin up / spin down) is -8.00 / -11.03 eV.

The geometry in XYZ format:
```
30
Properties=species:S:1:pos:R:3:forces:R:3:mulliken_charge:R:1
Pt 0.020237 1.753960 -1.115394 -0.2670 -0.8034 0.1344 1.387
C -0.083169 2.547163 0.694597 -0.3339 1.9703 6.1567 0.180
O -0.127144 2.840671 1.814069 0.1993 -1.1224 -4.7578 -0.198
C -0.006742 3.267656 -2.360555 0.0327 5.9063 -4.1249 0.449
O 0.019236 4.238851 -2.996526 -0.1137 -4.1517 2.8325 -0.231
C -1.929739 1.356297 -1.258261 -5.2622 -1.1729 -0.8454 0.291
O -3.070036 1.261403 -1.382564 3.9822 0.5018 0.4718 -0.229
C 1.989374 1.676929 -1.052465 5.6988 -0.6869 -0.5091 0.210
O 3.138670 1.725084 -1.100426 -4.0212 0.1203 0.2524 -0.222
C -0.006825 0.328427 -4.410410 0.0098 -0.9885 0.1388 -0.431
H 0.917947 -0.246691 -4.387063 -0.1322 0.1453 0.1636 0.300
H -0.932350 -0.243563 -4.362233 0.1288 0.1289 0.1497 0.312
C -0.010033 1.627593 -4.704469 0.0078 0.7906 -0.5521 -0.697
H -0.933777 2.158602 -4.929420 0.0594 -0.0739 0.2232 0.389
H 0.907996 2.159262 -4.950689 -0.0615 -0.0828 0.2217 0.380
N -0.574224 -2.996139 4.602262 0.3082 0.2231 -0.6308 -0.358
C 0.317417 -3.086732 3.567673 0.3141 -1.4420 1.1130 0.267
O 1.194112 -3.943919 3.542415 -0.9014 1.3469 -0.5079 -0.547
C 0.145740 -2.086234 2.453594 -0.1796 0.6652 -0.3811 0.794
C -1.040853 -1.369418 2.235516 0.0703 0.5508 -0.1424 -0.897
C -1.059967 -0.341795 1.276164 -0.0031 -0.9684 0.4798 -0.074
N 0.008281 -0.095029 0.501857 0.0693 -0.0192 0.1554 -0.183
C 1.141847 -0.781310 0.683975 0.1659 -0.7660 0.5008 -0.108
C 1.240427 -1.787144 1.644052 -0.0005 0.3676 -0.2121 -0.816
H -0.416975 -3.632213 5.367830 -0.0331 -0.0259 0.0605 0.251
H -1.179287 -2.205146 4.764678 0.1912 -0.1806 -0.0326 0.183
H -1.934152 -1.560718 2.841150 0.3478 0.1315 -0.3907 0.410
H -1.952377 0.277067 1.152486 0.2602 -0.2392 -0.0491 0.355
H 2.027453 -0.550786 0.088914 -0.4326 0.0036 0.0149 0.350
H 2.188912 -2.292127 1.779254 -0.1035 -0.1286 0.0664 0.484
```
Positions in Å, forces in eV/Å.